w | DFT (ωB97M-V/def2-TZVPD) results for C8H8N2O2S in the gas phase.

The geometry in XYZ format:
```
21
Properties=species:S:1:pos:R:3:lowdin_charge:R:1
C -0.770 1.561 -1.806 -0.09
O 3.511 -0.190 2.688 -0.43
H 2.352 0.373 -1.209 0.09
C 0.536 1.131 -2.019 -0.06
H -2.193 2.070 -0.353 0.11
H -0.257 -2.006 0.019 0.10
C 0.483 -2.640 0.546 -0.01
H 0.514 -3.623 0.221 0.06
C 1.387 0.744 -0.977 -0.05
N 1.536 0.005 1.311 -0.18
S 3.080 0.423 1.477 0.96
C 1.734 -1.889 0.391 -0.11
H -1.603 1.823 -2.474 0.11
O 3.618 -0.814 0.194 -0.31
H 1.094 1.297 -2.892 0.09
C 0.803 0.543 0.250 -0.41
H 0.411 -2.732 1.699 0.14
H -0.885 1.063 1.475 0.11
N 2.876 -1.839 -0.019 0.02
C -0.469 1.034 0.489 -0.04
C -1.227 1.583 -0.511 -0.11
```

For the HOMO energy, the calculation gives -0.3281 hartree. The molar mass is 196.23 g/mol. The orbital gap comes out at 9.07 eV.

=====

x | DFT (ωB97M-V/def2-TZVPD) results for a 2-piece molecular cluster, C8H8N2O2S overall.

The geometry in XYZ format:
```
21
Properties=species:S:1:pos:R:3:lowdin_charge:R:1
C 1.204 -0.068 -0.253 -0.08
C 2.487 0.045 0.237 -0.05
O -2.890 -0.746 -2.026 -0.33
C -2.301 0.188 0.531 -0.27
H 3.269 0.202 -0.623 0.15
H -0.504 -0.180 2.586 0.09
N -1.370 1.112 -2.493 -0.07
C -1.246 -0.404 -0.076 -0.23
H -1.560 -2.663 -0.646 0.23
C 1.573 0.088 2.486 -0.06
H -2.064 1.531 -3.131 0.10
N -3.248 0.643 1.072 0.21
C 0.132 -0.272 0.576 -0.18
H 1.024 0.095 -1.274 0.08
C 0.334 -0.201 1.991 -0.01
O -0.412 -1.203 -2.450 -0.33
H 3.634 0.169 2.061 0.07
H -1.072 1.817 -1.851 0.06
H 1.796 0.119 3.530 0.10
C 2.700 0.162 1.631 -0.04
S -1.486 -0.434 -1.876 0.57
```

For the HOMO energy (spin up / spin down), the calculation gives -0.3686 / -0.3408 hartree. The molar mass is 196.23 g/mol. The orbital gap (spin up / spin down) comes out at 7.45 / 8.40 eV.

=====

The structure with the least stability is x.

=====

w | DFT (ωB97M-V/def2-TZVPD) results for a 2-piece molecular cluster, C4H6F2O overall.

The geometry in XYZ format:
```
13
Properties=species:S:1:pos:R:3:lowdin_charge:R:1
F -1.410 -0.097 -0.949 0.19
C -0.316 0.460 -0.557 -0.39
H 0.827 1.814 0.677 0.14
H -2.259 1.369 1.173 0.09
H -1.193 2.327 2.219 0.07
C -0.198 1.436 0.519 -0.09
F 0.344 0.669 -1.717 0.11
C -1.202 1.701 1.321 0.06
H 1.132 -1.571 -1.607 0.08
C 1.121 -1.962 -0.587 -0.18
O 0.680 -0.961 0.303 -0.20
H 2.042 -2.430 -0.303 0.07
H 0.430 -2.756 -0.492 0.05
```

For the HOMO energy, the calculation gives -0.3421 hartree. The molar mass is 108.09 g/mol. The orbital gap comes out at 9.49 eV.

=====

x | DFT (ωB97M-V/def2-TZVPD) results for C4H6F2O in the gas phase.

The geometry in XYZ format:
```
13
Properties=species:S:1:pos:R:3:lowdin_charge:R:1
H 1.151 -1.246 0.457 0.11
H -1.514 0.260 -1.367 0.12
F -3.153 -0.478 -0.225 0.04
H 1.954 1.271 0.126 0.09
C 1.154 0.811 0.692 -0.01
F -1.187 -1.488 1.355 0.07
H 0.836 0.516 -1.681 0.12
C -1.851 -0.292 -0.506 -0.10
H 0.366 1.518 0.681 0.07
H 1.407 0.775 1.645 0.03
C -0.893 -0.767 0.253 -0.18
O 1.011 -0.409 -1.379 -0.01
C 0.718 -0.473 -0.050 -0.35
```

For the HOMO energy, the calculation gives -0.3543 hartree. The molar mass is 108.09 g/mol. The orbital gap comes out at 10.38 eV.

=====

The structure with the least stability is w.

=====

w | DFT (ωB97M-V/def2-TZVPD) results for a 2-piece molecular cluster, C4H6F2O overall.

The geometry in XYZ format:
```
13
Properties=species:S:1:pos:R:3:lowdin_charge:R:1
H 1.764 -0.319 -0.989 0.06
C 0.215 1.250 -0.715 -0.06
C 1.622 0.718 -0.877 -0.06
H -1.028 -2.475 1.979 0.08
H 1.876 1.103 -1.854 0.08
O -0.407 -2.431 -0.028 -0.01
C -0.494 1.272 0.414 -0.36
H -2.250 -1.778 0.678 0.12
H -0.428 1.599 -1.553 0.13
F -1.823 1.493 0.485 0.08
C -1.127 -2.215 0.907 -0.17
F -0.095 0.853 1.641 0.08
H 2.175 0.929 -0.088 0.03
```

For the HOMO energy, the calculation gives -0.3524 hartree. The molar mass is 108.09 g/mol. The orbital gap comes out at 10.40 eV.

=====

x | DFT (ωB97M-V/def2-TZVPD) results for C4H6F2O in the gas phase.

The geometry in XYZ format:
```
13
Properties=species:S:1:pos:R:3:lowdin_charge:R:1
H -2.776 0.711 0.653 0.12
H 3.022 1.343 0.871 0.09
C -2.150 -0.059 0.105 -0.17
H 1.237 1.745 0.380 0.07
H -2.226 -0.063 -0.951 0.06
F -0.065 -0.294 -1.694 0.12
H -2.417 -1.103 0.186 0.07
H 2.282 -1.125 -0.036 0.13
C 0.284 -0.491 -0.407 -0.49
F -0.011 -1.737 -0.136 0.13
C 1.678 -0.190 0.039 -0.07
O -0.876 0.265 0.503 -0.13
C 2.017 0.998 0.487 0.06
```

For the HOMO energy, the calculation gives -0.3636 hartree. The molar mass is 108.09 g/mol. The orbital gap comes out at 10.94 eV.

=====

y | DFT (ωB97M-V/def2-TZVPD) results for C4H6F2O in the gas phase.

The geometry in XYZ format:
```
13
Properties=species:S:1:pos:R:3:lowdin_charge:R:1
H 0.132 1.035 2.107 0.19
O -0.736 0.318 -2.101 -0.15
H -0.537 0.859 -2.975 0.15
H 1.915 0.160 1.659 0.13
C 0.786 0.080 1.569 -0.12
C -1.017 -0.920 0.062 -0.10
C 0.133 -0.240 0.197 -0.20
F 0.265 -0.756 2.577 -0.10
H 1.341 0.324 -1.539 0.13
F -1.587 -1.506 1.130 0.01
H 0.313 1.620 -0.738 0.13
C 0.335 0.539 -1.066 -0.21
H -1.344 -1.513 -0.883 0.17
```

For the HOMO energy, the calculation gives -0.3383 hartree. The molar mass is 108.09 g/mol. The orbital gap comes out at 9.83 eV.

=====

The structure with the least stability is y.

=====

w | DFT (ωB97M-V/def2-TZVPD) results for an isolated ion of composition C8H13N4 and charge +1.

The geometry in XYZ format:
```
25
Properties=species:S:1:pos:R:3:lowdin_charge:R:1
H -2.072 1.118 0.516 0.12
N 1.250 -0.945 1.408 -0.04
C -0.227 0.543 -1.462 -0.24
H 1.605 0.001 -2.594 0.11
C 0.365 0.194 1.543 -0.18
H -0.016 3.179 0.127 0.14
C 0.739 -2.240 1.504 -0.17
H -0.675 -0.143 1.537 0.12
N -0.363 2.309 0.514 0.00
H 1.605 1.598 0.390 0.14
N -0.093 -2.684 0.309 0.09
H 0.065 -2.321 2.362 0.14
H 2.012 -0.813 0.763 0.13
H 0.057 -0.257 -3.504 0.12
C -0.186 -1.975 -0.741 0.04
H -2.304 2.738 -0.183 0.14
H 1.551 -2.964 1.610 0.14
N -1.325 1.343 -1.418 0.05
C 0.576 1.314 0.564 -0.08
C 0.528 -0.100 -2.539 0.02
H -1.422 1.991 -2.189 0.15
C -1.616 1.897 -0.102 -0.17
H -0.612 -3.548 0.413 0.16
C 0.011 -0.882 -1.361 -0.10
H 0.549 0.647 2.533 0.14
```

For the HOMO energy, the calculation gives -0.4212 hartree. The molar mass is 165.22 g/mol. The orbital gap comes out at 7.67 eV. The charge is +1.

=====

x | DFT (ωB97M-V/def2-TZVPD) results for an isolated ion of composition C8H13N4 and charge +1.

The geometry in XYZ format:
```
25
Properties=species:S:1:pos:R:3:lowdin_charge:R:1
N 0.740 0.023 0.609 -0.23
C -2.097 -0.092 1.677 -0.01
N -0.587 0.039 -1.598 -0.08
H 0.027 -2.046 0.805 0.12
H 2.466 1.098 1.222 0.15
H 2.568 0.134 -0.441 0.12
C -0.418 0.137 -0.290 -0.14
H -0.309 0.238 -3.510 0.11
C 0.408 0.024 -2.698 0.05
H 0.902 -0.944 -2.681 0.11
H 0.977 0.909 -2.429 0.09
N -2.634 -0.105 -0.811 0.13
C 0.105 0.728 2.012 -0.13
C 1.933 0.764 0.236 -0.01
C -1.832 -0.129 0.230 -0.18
H -2.222 -0.217 -2.861 0.11
H 1.725 -1.884 0.400 0.10
H -3.106 -0.245 2.130 0.15
H 0.177 1.835 1.958 0.16
H 0.624 0.461 2.985 0.17
C 0.922 -1.426 0.939 0.03
H 1.219 -1.338 2.018 0.12
C -1.922 -0.104 -1.900 -0.10
N -1.173 0.473 2.362 0.04
H 1.508 1.668 -0.364 0.14
```

For the HOMO energy, the calculation gives -0.4536 hartree. The molar mass is 165.22 g/mol. The orbital gap comes out at 8.90 eV. The charge is +1.

=====

The structure with the least stability is w.

=====

w | DFT (ωB97M-V/def2-TZVPD) results for a 2-piece molecular cluster, C3H4NO2 overall.

The geometry in XYZ format:
```
10
Properties=species:S:1:pos:R:3:lowdin_charge:R:1
C -1.499 1.268 -1.176 -0.58
C 0.649 -1.056 1.084 -0.35
H 1.227 -2.025 1.178 0.06
N 1.432 0.147 1.165 -0.15
H 1.394 -0.284 -0.977 0.08
H -0.229 -1.124 1.678 0.03
H -0.239 0.541 -0.343 0.07
O -2.111 1.909 -0.401 0.10
O -1.460 0.676 -2.159 0.12
C 0.836 -0.052 -0.049 -0.37
```

For the HOMO energy (spin up / spin down), the calculation gives -0.0784 / -0.0785 hartree. The molar mass is 86.07 g/mol. The orbital gap (spin up / spin down) comes out at 5.92 / 5.92 eV. The charge is -1.

=====

x | DFT (ωB97M-V/def2-TZVPD) results for a 2-piece molecular cluster, C3H4NO2 overall.

The geometry in XYZ format:
```
10
Properties=species:S:1:pos:R:3:lowdin_charge:R:1
O 0.550 -2.491 4.053 0.10
C 1.591 -2.221 3.614 -0.53
O 2.767 -2.072 3.451 0.07
H -0.146 1.323 -0.088 0.02
H 0.406 0.674 -1.520 0.04
C -0.004 0.360 -0.527 -0.23
H -0.893 -0.203 -0.605 0.02
N 0.965 -0.568 0.173 -0.21
H -0.316 -1.069 1.720 -0.08
C 0.630 -1.113 1.288 -0.20
```

For the HOMO energy, the calculation gives -0.0520 hartree. The molar mass is 86.07 g/mol. The orbital gap comes out at 5.35 eV. The charge is -1.

=====

The structure with the least stability is w.

=====

w | DFT (ωB97M-V/def2-TZVPD) results for a 3-piece molecular cluster, C4H9NO3 overall.

The geometry in XYZ format:
```
17
Properties=species:S:1:pos:R:3:lowdin_charge:R:1
H -1.739 1.273 -0.189 0.10
H 0.284 2.356 2.995 0.13
C -0.025 -1.903 -1.054 -0.29
O 0.717 1.743 0.799 0.07
O 2.199 -0.073 -0.817 -0.07
C -0.206 -1.872 -2.332 0.00
H -1.290 -0.187 0.677 0.05
H -0.442 -2.763 -2.878 0.05
H 2.981 0.404 -1.096 0.03
C -0.330 1.554 1.373 -0.56
N -0.071 -1.912 0.161 0.14
H -2.379 0.994 1.457 0.09
H 0.780 -2.043 0.693 0.08
H 1.655 0.574 -0.334 -0.01
H -0.093 -0.958 -2.891 0.06
C -1.526 0.873 0.798 0.02
O -0.516 1.940 2.636 0.11
```

For the HOMO energy, the calculation gives -0.3259 hartree. The molar mass is 119.12 g/mol. The orbital gap comes out at 9.51 eV.

=====

x | DFT (ωB97M-V/def2-TZVPD) results for a 2-piece molecular cluster, C4H9NO3 overall.

The geometry in XYZ format:
```
17
Properties=species:S:1:pos:R:3:lowdin_charge:R:1
N -0.035 2.484 0.040 0.07
H -2.888 -0.231 1.336 0.07
O 0.985 0.468 -0.008 0.05
O -1.742 0.797 -0.053 -0.25
H -1.278 1.788 0.430 0.15
C 0.303 1.442 -0.659 -0.24
C -2.040 -0.374 0.657 -0.18
H -2.310 -1.161 -0.053 0.08
H 2.908 -1.242 0.500 0.10
H 2.053 -2.635 -0.218 0.09
H 1.387 -1.781 1.206 0.09
C 1.184 -0.743 -0.642 -0.49
C 1.931 -1.670 0.267 0.03
H -1.184 -0.734 1.247 0.07
H -0.294 3.264 -0.555 0.08
H 0.178 1.286 -1.729 0.15
O 0.841 -0.960 -1.767 0.14
```

For the HOMO energy, the calculation gives -0.3488 hartree. The molar mass is 119.12 g/mol. The orbital gap comes out at 10.20 eV.

=====

The structure with the least stability is x.